The following is a quantum chemistry calculation of the molecule C2H4ClFN2S2 at a distorted geometry, from OMol25.

CARTESIAN COORDINATES (ANGSTROEM)
Cl (1.957, 1.847, -0.470)
S (1.107, -1.795, -0.722)
S (-2.291, -0.729, -1.197)
F (0.732, 1.578, 1.777)
N (-1.340, 0.531, -0.694)
N (0.311, -0.801, 0.424)
C (-0.273, 0.411, 0.003)
C (0.441, 1.651, 0.416)
H (0.908, -0.565, 1.236)
H (-0.135, 2.554, 0.260)
H (0.389, -2.938, -0.529)
H (-1.806, -1.746, -0.505)

Output
relative energy (zero: lowest compared OMol25 entry of this formula, charge and spin)	0.0	kcal per mole
multiplicity	1
SMILES string	F[C@@H](Cl)/C(=N/S)NS
gap between HOMO and LUMO	9.26	eV
HOMO level	-8.99	eV
F_max	0.0328	hartree/bohr

Atom charges from the Mulliken analysis, given in e for atoms 1 to 2:
1. Cl -0.14
2. S -0.08

=====

The following is a quantum chemistry calculation of the ion C5H15N2 with charge +1 at a distorted geometry, from OMol25.

CARTESIAN COORDINATES (ANGSTROEM)
N (1.705, -0.297, -1.943)
N (-0.450, -0.488, -0.105)
C (-0.665, 0.090, 1.167)
C (0.639, 0.466, 1.946)
C (-1.536, -0.817, 2.168)
C (-0.600, 0.372, -1.352)
C (0.713, 0.779, -1.899)
H (-1.132, -1.786, 2.013)
H (0.648, -0.807, -0.235)
H (1.495, 0.894, 1.254)
H (-2.572, -0.957, 1.900)
H (-1.449, -0.603, 3.223)
H (0.887, 1.655, -1.292)
H (-1.144, 1.250, -1.040)
H (-1.106, -0.212, -2.228)
H (-1.280, 0.977, 0.978)
H (2.030, -0.583, -2.868)
H (0.451, 1.140, -2.885)
H (2.540, -0.048, -1.431)
H (0.970, -0.588, 2.289)
H (0.538, 1.163, 2.871)
H (-0.960, -1.338, -0.399)

Output
relative energy (zero: lowest compared OMol25 entry of this formula, charge and spin)	43.3	kcal per mole
multiplicity	1
SMILES string	CC(C)[NH2+]CCN
gap between HOMO and LUMO	11.52	eV
HOMO level	-14.34	eV
net charge	+1
F_max	0.1161	hartree/bohr

Atom charges from the Mulliken analysis, given in e for atoms 1 to 2:
1. N -0.56
2. N -0.23

=====

The following is a quantum chemistry calculation of the molecule C9H8 at a distorted geometry, from OMol25.

CARTESIAN COORDINATES (ANGSTROEM)
C (-1.476, 1.062, 0.265)
C (-1.978, -1.291, -0.003)
C (-0.650, -1.594, -0.123)
C (2.920, -0.604, 0.278)
C (1.631, -0.690, 0.036)
C (0.748, 1.847, -0.204)
C (0.321, -0.551, -0.037)
C (-0.131, 0.879, 0.022)
C (-2.417, 0.075, 0.194)
H (3.593, -0.569, -0.593)
H (-2.644, -2.157, -0.244)
H (1.754, 1.680, -0.500)
H (-3.550, 0.291, 0.169)
H (-0.269, -2.577, -0.500)
H (3.539, -0.793, 1.220)
H (0.333, 2.815, -0.267)
H (-1.723, 2.176, 0.288)

Output
relative energy (zero: lowest compared OMol25 entry of this formula, charge and spin)	0.0	kcal per mole
multiplicity	3
gap between HOMO and LUMO (spin up / spin down)	6.89 / 7.90	eV
HOMO level (spin up / spin down)	-5.90 / -9.63	eV
F_max	0.1033	hartree/bohr

Atom charges from the Mulliken analysis, given in e for atoms 1 to 2:
1. C -0.46
2. C -0.28

=====

The following is a quantum chemistry calculation of a structure of composition C59H58N4P2Pd at a distorted geometry, from OMol25.

CARTESIAN COORDINATES (ANGSTROEM)
Pd (0.556, 0.700, -0.192)
P (-1.050, 1.517, 1.167)
P (2.211, 2.141, -0.582)
N (5.494, -2.849, 0.828)
N (-2.474, -6.819, -0.059)
N (-2.340, -4.570, 0.034)
N (-6.456, -1.830, -1.112)
C (0.698, 4.118, -1.802)
C (4.482, 1.307, -2.039)
C (-1.131, -2.163, 3.895)
C (-2.097, -5.684, -0.716)
C (1.657, -1.799, -0.539)
C (1.637, 3.848, -0.790)
C (0.010, -1.415, -2.443)
C (-1.635, -2.207, 2.591)
C (-3.014, -6.414, 1.129)
C (-1.182, -1.779, -3.057)
C (5.449, 2.939, 1.815)
C (-5.103, 1.442, 0.417)
C (0.593, 6.437, -1.105)
C (1.835, -2.384, 0.741)
C (3.132, 1.702, -2.095)
C (3.445, 2.101, 0.737)
C (-4.802, -0.781, -2.575)
C (-1.554, 4.137, 2.089)
C (-2.829, -2.266, -1.304)
C (3.129, 1.298, -4.487)
C (0.040, 5.400, 3.411)
C (4.372, 0.941, 2.651)
C (-1.186, 5.311, 2.747)
C (-2.788, 2.437, -0.782)
C (2.446, 1.644, -3.320)
C (0.319, -1.340, -1.011)
C (0.551, 3.132, 2.754)
C (-1.523, -5.737, -2.061)
C (3.081, -2.811, 1.172)
C (2.787, -1.697, -1.377)
C (-7.535, -0.981, -1.568)
C (-5.189, 2.151, -0.787)
C (3.393, 1.048, 1.664)
C (-6.822, -2.894, -0.196)
C (4.487, 3.045, 0.812)
C (-1.286, 0.177, 2.362)
C (4.232, -2.631, 0.353)
C (1.492, 6.162, -0.070)
C (-0.781, 0.230, 3.673)
C (4.482, 0.958, -4.439)
C (5.149, 0.950, -3.211)
C (4.041, -2.095, -0.946)
C (-0.685, 3.032, 2.093)
C (0.913, 4.309, 3.407)
C (-3.868, 1.248, 1.036)
C (-3.509, -0.772, -3.057)
C (-1.805, -1.033, 1.864)
C (-5.163, -1.643, -1.503)
C (-0.709, -0.943, 4.430)
C (5.396, 1.888, 2.734)
C (-2.497, -1.586, -2.486)
C (-2.696, 1.740, 0.435)
C (0.188, 5.407, -1.960)
C (5.775, -3.556, 2.060)
C (-4.131, -2.364, -0.856)
C (-4.028, 2.651, -1.379)
C (6.663, -2.661, -0.008)
C (-2.977, -5.004, 1.167)
C (2.008, 4.877, 0.090)
H (6.245, 3.683, 1.868)
H (-7.914, -2.954, -0.159)
H (-1.868, 6.162, 2.738)
H (-6.004, 1.046, 0.884)
H (4.321, 0.111, 3.359)
H (4.537, 3.861, 0.084)
H (2.701, 4.676, 0.902)
H (5.022, -3.335, 2.822)
H (-4.399, -3.036, -0.041)
H (-0.441, -5.857, -2.014)
H (4.999, 1.276, -1.081)
H (1.797, 6.949, 0.619)
H (-0.314, -0.894, 5.445)
H (-3.387, -4.363, 1.948)
H (-1.936, -6.635, -2.528)
H (1.880, 4.372, 3.909)
H (-1.896, -3.151, 2.126)
H (-3.821, 0.725, 1.993)
H (-0.466, 1.183, 4.097)
H (0.861, -1.219, -3.113)
H (-2.310, -1.069, 0.895)
H (-5.552, -0.148, -3.039)
H (2.590, 1.296, -5.433)
H (6.696, -3.381, -0.841)
H (-3.387, -7.072, 1.912)
H (-0.524, 5.606, -2.762)
H (-1.081, -3.082, 4.482)
H (3.174, -3.260, 2.166)
H (2.671, -1.270, -2.366)
H (-7.607, -0.977, -2.669)
H (0.216, 7.451, -1.246)
H (4.896, -1.956, -1.614)
H (0.362, 3.320, -2.464)
H (6.760, -3.221, 2.410)
H (-1.877, 2.812, -1.255)
H (-6.451, -2.702, 0.822)
H (5.016, 0.696, -5.350)
H (6.155, 1.805, 3.514)
H (-0.490, -1.550, -0.292)
H (0.321, 6.322, 3.924)
H (-1.146, -2.011, -4.150)
H (-8.466, -1.382, -1.139)
H (-2.048, -2.845, -0.811)
H (5.824, -4.652, 1.898)
H (-7.396, 0.058, -1.219)
H (0.956, -2.484, 1.377)
H (7.545, -2.810, 0.625)
H (-2.518, 4.067, 1.580)
H (-1.764, -4.859, -2.665)
H (-3.204, -0.147, -3.900)
H (1.378, 1.851, -3.357)
H (6.199, 0.666, -3.153)
H (6.700, -1.647, -0.429)
H (1.243, 2.286, 2.742)
H (-6.429, -3.865, -0.528)
H (2.582, 0.317, 1.608)
H (-6.160, 2.310, -1.260)
H (-4.088, 3.209, -2.316)

Output
relative energy (zero: lowest compared OMol25 entry of this formula, charge and spin)	72.0	kcal per mole
multiplicity	1
gap between HOMO and LUMO	3.29	eV
HOMO level	-5.36	eV
F_max	0.0750	hartree/bohr

Atom charges from the Mulliken analysis, given in e for atoms 1 to 2:
1. Pd 0.54
2. P 1.80